*i*
Entry from the OMol25 dataset: a cluster of 2 separate species, C2H7OS in total (ωB97M-V with the def2-TZVPD basis set).

```
11
Properties=species:S:1:pos:R:3
S 0.37396 1.41823 0.83363
O -2.08653 -0.24427 2.18056
C 1.25110 0.52837 -0.53435
C 0.18756 -0.49447 -1.11674
H 1.43402 1.20245 -1.30468
H -0.39138 -1.09854 -0.29175
H -0.57070 0.15433 -1.62522
H 2.23897 0.16586 -0.08581
H -1.78198 0.62517 1.61665
H 0.64308 -1.34287 -1.85611
H -1.29808 -0.91426 2.18382
```

Values from the calculation:
- orbital gap (spin up / spin down) (eV) = 10.558 / 6.990
- spin multiplicity = 2

Mulliken population analysis, charges in e, atoms 1 to 8:
1. S -0.1423
2. O -0.6272
3. C -0.4040
4. C -0.7716
5. H 0.3012
6. H 0.2084
7. H 0.2685
8. H 0.2939


*ii*
Entry from the OMol25 dataset: a cluster of 2 separate species, C2H7OS in total (ωB97M-V with the def2-TZVPD basis set).

```
11
Properties=species:S:1:pos:R:3
S 0.26796 0.32419 1.28966
O -2.66599 0.99428 1.77567
C 1.09387 -1.16807 -0.87851
C 0.62283 0.25663 -0.48436
H 0.89667 -1.89147 -0.03571
H 1.39594 1.00992 -0.84344
H -0.27346 0.62093 -1.12972
H -2.61167 1.88578 1.36718
H 2.23014 -1.20123 -0.89561
H 0.77537 -1.39452 -1.85511
H -1.73167 0.56357 1.68996
```

Values from the calculation:
- orbital gap (spin up / spin down) (eV) = 10.625 / 6.865
- spin multiplicity = 2

Mulliken population analysis, charges in e, atoms 1 to 8:
1. S -0.2159
2. O -0.6452
3. C -0.9681
4. C -0.2191
5. H 0.3003
6. H 0.2747
7. H 0.2923
8. H 0.3102


The structure with the most favorable energy is *ii*; the runner-up is 9.1 kcal/mol above it.


*i*
Entry from the OMol25 dataset: a cluster of 2 separate species, C3H9PS in total (ωB97M-V with the def2-TZVPD basis set).

```
14
Properties=species:S:1:pos:R:3
S 1.72975 1.13405 1.62174
P -1.55436 -1.95737 -0.11362
C -1.64759 -0.44181 0.76742
C 1.10738 0.29998 0.20037
C 0.85745 0.89557 -1.12671
H 0.02459 1.72289 -1.13748
H 0.61794 0.07783 -1.72659
H -0.22441 -2.24086 0.03715
H 1.93268 1.13595 -1.41366
H 1.30291 -0.82764 0.26400
H -2.46300 0.18740 0.66490
H -1.34949 -0.73830 1.75294
H -1.45103 -1.59063 -1.43508
H 1.11717 2.34294 1.64461
```

Values from the calculation:
- orbital gap (spin up / spin down) (eV) = 8.341 / 7.032
- spin multiplicity = 1

Mulliken population analysis, charges in e, atoms 1 to 8:
1. S -0.2354
2. P 0.0469
3. C -0.6448
4. C -0.2638
5. C -0.7748
6. H 0.2868
7. H 0.2678
8. H -0.0313


*ii*
Entry from the OMol25 dataset: an isolated molecule of C3H9PS (ωB97M-V with the def2-TZVPD basis set).

```
14
Properties=species:S:1:pos:R:3
S 1.62244 0.66297 0.79426
P 0.40178 0.18945 -1.92972
C 0.10695 0.04552 -0.07261
C -0.11994 -1.41660 0.28611
C -1.08407 0.91164 0.31368
H 1.68017 -0.36734 -1.89035
H -0.88433 1.95913 0.09177
H -1.96462 0.60056 -0.24852
H 1.16750 0.45497 2.02904
H -0.96424 -1.80895 -0.28081
H 0.91269 1.48603 -1.86856
H 0.76162 -2.01077 0.04917
H -1.30055 0.81771 1.37761
H -0.33539 -1.52432 1.34892
```

Values from the calculation:
- orbital gap (eV) = 9.957
- spin multiplicity = 1

Mulliken population analysis, charges in e, atoms 1 to 8:
1. S -0.1342
2. P -0.0377
3. C 0.4687
4. C -1.3918
5. C -1.3885
6. H 0.0397
7. H 0.3659
8. H 0.3827


The structure with the most favorable energy is *ii*; the runner-up is 100.1 kcal/mol above it.


*i*
Entry from the OMol25 dataset: a cluster of 5 separate species, H12NO4 in total (ωB97M-V with the def2-TZVPD basis set).

```
17
Properties=species:S:1:pos:R:3
O 2.39464 -2.13566 0.37868
O 0.62962 1.92721 2.64790
O -1.26133 0.58347 -1.29014
O -2.80189 -1.21079 -2.39809
N 0.76351 0.60355 0.29634
H -2.01966 -0.07826 -1.31035
H -3.37565 -1.91414 -2.81691
H 2.43778 -2.79053 -0.28719
H -2.41537 -1.65839 -1.60620
H 1.53698 1.14772 0.01254
H 0.45520 0.83767 1.27733
H 3.29817 -1.80644 0.44103
H 1.19047 -0.25417 0.30233
H 0.37745 2.92038 2.64353
H -1.57356 1.48610 -1.45779
H 0.41440 1.69421 3.53761
H -0.05076 0.64809 -0.37060
```

Values from the calculation:
- total charge = +1
- orbital gap (eV) = 12.294
- spin multiplicity = 1

Mulliken population analysis, charges in e, atoms 1 to 8:
1. O -0.6745
2. O -0.6865
3. O -0.6803
4. O -0.6694
5. N -0.3426
6. H 0.3517
7. H 0.3355
8. H 0.3257


*ii*
Entry from the OMol25 dataset: a cluster of 5 separate species, H12NO4 in total (ωB97M-V with the def2-TZVPD basis set).

```
17
Properties=species:S:1:pos:R:3
O -2.55096 -1.19334 -0.94588
O -1.26859 3.12128 1.47251
O 1.12192 -1.63179 1.80427
O 3.31331 -1.26061 -3.38797
N -0.34757 0.51629 1.08871
H -0.21934 0.35508 0.08425
H 0.34849 0.12702 1.74902
H -3.20578 -0.65845 -1.40891
H -2.52106 -2.04344 -1.39283
H 1.77898 -2.10475 2.32890
H 1.03481 -2.19555 1.02515
H -2.04822 3.30422 0.92273
H -1.21894 0.01152 1.25510
H -1.01000 4.00184 1.77175
H 3.51461 -1.51858 -4.29362
H -0.40706 1.54605 1.23607
H 3.68540 -0.37679 -3.30923
```

Values from the calculation:
- total charge = +1
- orbital gap (eV) = 10.696
- spin multiplicity = 1

Mulliken population analysis, charges in e, atoms 1 to 8:
1. O -0.6284
2. O -0.6813
3. O -0.6416
4. O -0.6537
5. N -0.4406
6. H 0.3681
7. H 0.3989
8. H 0.3240


*iii*
Entry from the OMol25 dataset: a cluster of 5 separate species, H12NO4 in total (ωB97M-V with the def2-TZVPD basis set).

```
17
Properties=species:S:1:pos:R:3
O 1.26118 -1.96070 0.92645
O 1.68045 3.76556 -0.83917
O -2.74678 -1.80532 1.58961
O 0.62865 1.21498 -1.33211
N -0.90925 -1.21944 -0.49820
H -0.13246 -0.56269 -0.51882
H -2.64899 -2.52069 2.22401
H 1.63947 4.72750 -0.78350
H -0.42581 -2.11832 -0.45039
H -1.45196 -1.16444 0.37548
H 1.96446 -1.72636 1.54524
H -3.01617 -0.99601 2.03256
H 2.01869 3.53056 0.03362
H -1.46639 -1.09716 -1.34143
H 0.68605 2.19043 -1.24280
H 1.30324 1.23083 -2.03261
H 1.49044 -2.89369 0.78510
```

Values from the calculation:
- total charge = +1
- orbital gap (eV) = 11.934
- spin multiplicity = 1

Mulliken population analysis, charges in e, atoms 1 to 8:
1. O -0.6232
2. O -0.6662
3. O -0.7027
4. O -0.6973
5. N -0.3840
6. H 0.3369
7. H 0.3316
8. H 0.3225


The structure with the most favorable energy is *iii*; the runner-up is 5.0 kcal/mol above it.


*i*
Entry from the OMol25 dataset: a cluster of 2 separate species, BrH4NSi in total (ωB97M-V with the def2-TZVPD basis set).

```
7
Properties=species:S:1:pos:R:3
Br -2.40589 -1.93101 1.15020
Si 0.77838 0.02936 -0.26407
N -0.76069 0.48098 -0.06107
H -2.50674 -0.65567 0.37661
H 1.12482 -0.31105 -1.64039
H -1.17028 0.86275 0.89162
H 2.06643 -0.14674 0.70859
```

Values from the calculation:
- orbital gap (eV) = 9.574
- spin multiplicity = 1

List of Mulliken charges in e, atom by atom:
1. Br -0.2653
2. Si 0.3754
3. N -0.5651
4. H 0.2606
5. H -0.0543
6. H 0.2934
7. H -0.0448


*ii*
Entry from the OMol25 dataset: a cluster of 2 separate species, BrH4NSi in total (ωB97M-V with the def2-TZVPD basis set).

```
7
Properties=species:S:1:pos:R:3
Br -2.81385 0.18816 0.03180
Si 0.59134 -0.75154 0.04765
N 0.76727 0.95653 0.00283
H 0.75383 -1.26733 1.35648
H 0.31077 1.17192 -0.93320
H 0.00094 1.49445 0.48879
H 0.38971 -1.79219 -0.99434
```

Values from the calculation:
- orbital gap (eV) = 6.300
- spin multiplicity = 1

List of Mulliken charges in e, atom by atom:
1. Br -0.6717
2. Si 0.5258
3. N -0.5563
4. H -0.0045
5. H 0.3249
6. H 0.3398
7. H 0.0419


The structure with the most favorable energy is *ii*; the runner-up is 7.3 kcal/mol above it.


*i*
Entry from the OMol25 dataset: an isolated molecule of C3H8N2 (ωB97M-V with the def2-TZVPD basis set).

```
13
Properties=species:S:1:pos:R:3
N -0.02309 -1.09394 0.04895
N -1.37224 -0.90388 -0.08519
C 2.28665 -0.10243 -0.02165
C -1.95315 0.43877 0.03405
C 0.76538 -0.01602 -0.00764
H -1.49908 1.04806 -0.75546
H 2.85721 -0.49235 0.81796
H 2.63728 -0.55960 -0.89886
H -1.73161 0.92525 0.93862
H -3.10495 0.52765 -0.25595
H 0.35165 1.02756 0.02685
H 2.75361 0.90426 -0.00669
H -1.96765 -1.70333 0.16502
```

Values from the calculation:
- orbital gap (eV) = 9.330
- spin multiplicity = 1

Mulliken population analysis, charges in e, atoms 1 to 8:
1. N -0.5761
2. N -0.0254
3. C -0.9317
4. C -0.9047
5. C 0.0906
6. H 0.3012
7. H 0.2917
8. H 0.2597


*ii*
Entry from the OMol25 dataset: a cluster of 2 separate species, C3H8N2 in total (ωB97M-V with the def2-TZVPD basis set).

```
13
Properties=species:S:1:pos:R:3
N -0.05872 0.89733 -3.56934
N 0.64412 -2.75013 5.39939
C -0.66214 1.93862 -2.77946
C 0.72325 -3.28636 4.22987
C -0.58522 3.29601 -2.99484
H 0.05946 0.99635 -4.56919
H 0.57574 -1.70903 5.21651
H -0.42574 0.00768 -3.26558
H -0.48338 3.59335 -4.01539
H -1.43505 1.54514 -2.11244
H -0.06296 -3.98639 3.87514
H -0.81599 4.03532 -2.29417
H 1.63481 -3.20243 3.62130
```

Values from the calculation:
- orbital gap (eV) = 8.521
- spin multiplicity = 1

Mulliken population analysis, charges in e, atoms 1 to 8:
1. N -0.4499
2. N -0.4959
3. C 0.0103
4. C -0.2255
5. C -0.7194
6. H 0.1999
7. H 0.2509
8. H 0.2391


*iii*
Entry from the OMol25 dataset: a cluster of 2 separate species, C3H8N2 in total (ωB97M-V with the def2-TZVPD basis set).

```
13
Properties=species:S:1:pos:R:3
N -1.33221 -0.84723 2.88307
N 0.66878 -0.04812 -2.38370
C 0.78639 1.02461 -1.50984
C 0.00442 1.28224 -0.40012
C -0.61796 -1.46237 2.00672
H 1.65061 1.67553 -1.70724
H -0.94269 0.81064 -0.27322
H -0.66494 -1.15467 0.94545
H -1.40138 0.14905 2.67665
H 1.54699 -0.29231 -2.83519
H -0.06520 -2.39845 2.29444
H 0.14521 2.13035 0.29722
H 0.22197 -0.86927 -1.99423
```

Values from the calculation:
- orbital gap (eV) = 9.349
- spin multiplicity = 1

Mulliken population analysis, charges in e, atoms 1 to 8:
1. N -0.5070
2. N -0.5182
3. C 0.0660
4. C -0.8302
5. C -0.0534
6. H 0.2647
7. H 0.3254
8. H 0.0551


The structure with the most favorable energy is *i*; the runner-up is 3.1 kcal/mol above it.